Entry 1:
C3H9NO2 | the ωB97M-V functional and the def2-TZVPD basis

Geometry as XYZ:
```
15
Properties=species:S:1:pos:R:3:forces:R:3
C -1.3245 -0.5285 1.1384 0.4 -0.4 -3.1
C -2.2687 -0.7063 0.0929 0.7 -1.6 0.1
C -2.3265 0.0729 -1.0230 -0.3 1.2 1.0
O 3.9283 -0.0597 0.1468 1.6 -1.1 1.2
N -0.3195 0.4038 1.0241 -1.1 -0.6 1.4
H -1.3007 -1.3727 1.8270 -0.2 0.7 1.1
H -0.5635 1.2719 1.4756 1.0 0.3 0.2
H -2.7605 -1.6752 0.1206 -0.6 0.4 0.1
H -3.0796 -0.0340 -1.7958 0.3 -0.5 -0.2
H -1.7353 0.9852 -1.0331 0.1 -0.1 -0.2
H 2.5068 0.9892 -1.8068 -0.2 0.0 0.2
H 0.4152 0.2760 0.3339 -0.2 0.8 -0.6
H 4.0398 -0.7670 0.8240 0.1 0.2 -0.3
H 2.7327 0.2913 -0.3625 -1.8 1.9 -1.7
O 2.0560 0.8531 -0.9621 0.2 -1.2 0.9
```
Forces are in eV/Å.

Output
energy above the lowest of the compared OMol25 structures with the same formula, charge and spin	99.94	kcal per mole
charge	+1
highest occupied orbital energy (alpha / beta)	-14.2 / -14.1	eV
multiplicity	2
frontier orbital gap (alpha / beta)	0.257 / 0.252	Ha

Entry 2:
C9H9N3O2 | the ωB97M-V functional and the def2-TZVPD basis

Geometry as XYZ:
```
23
Properties=species:S:1:pos:R:3:forces:R:3
O -0.8892 0.8081 -0.3268 -1.9 -1.1 0.6
C -1.4256 0.2680 0.6165 1.1 1.3 -1.1
C -2.1058 1.1432 1.5407 -3.9 1.7 1.5
C -2.9444 0.6213 2.5434 4.7 -1.5 -3.3
N -2.7467 -0.7562 2.7713 0.9 2.2 -2.5
C -2.1999 -1.6686 1.8064 -2.9 -0.8 1.4
O -2.5963 -2.8331 1.8789 1.8 1.3 -0.4
N -1.4392 -1.1116 0.7848 0.0 -2.7 1.7
H -2.2217 2.2192 1.0794 0.3 -2.3 1.4
H -3.6092 1.0481 3.2229 -0.8 1.2 0.7
H -3.1718 -1.0201 3.5956 -0.9 -1.9 1.4
H -0.8586 -1.9080 0.3665 -1.0 2.3 -0.1
C 3.5262 0.0521 -2.0604 0.1 -1.0 -0.4
C 2.5157 0.1213 -3.0378 0.2 -1.0 -1.1
C 1.2650 0.5989 -2.7874 3.3 0.4 5.5
N 0.9662 0.8515 -1.4359 -0.2 0.5 -4.9
C 1.7881 0.6031 -0.5027 2.2 -1.0 1.6
C 3.2093 0.3208 -0.7628 -2.3 -0.7 1.6
H 4.4868 -0.4082 -2.3177 -0.3 0.4 0.1
H 2.5888 -0.3587 -4.0163 0.9 0.5 0.0
H 0.7539 0.9233 -3.5995 -2.7 0.7 -1.7
H 1.2892 0.4674 0.5376 1.3 0.7 -1.4
H 3.8193 0.0181 0.1033 0.1 0.6 -0.7
```
Forces are in eV/Å.

Output
energy above the lowest of the compared OMol25 structures with the same formula, charge and spin	99.82	kcal per mole
charge	0
highest occupied orbital energy	-8.0	eV
multiplicity	1
SMILES	O=c1cc[nH]c(=O)[nH]1.c1ccncc1
frontier orbital gap	0.312	Ha